Record 1
ORCA calculation (the ωB97M-V functional and the def2-TZVPD basis) on a 2-piece molecular cluster, CH2N3O2 overall in a non-equilibrium geometry.

```
8
Properties=species:S:1:pos:R:3:forces:R:3
C 3.103147 -0.581808 0.103177 0.28 0.43 0.52
N 0.138927 -0.618392 -0.166582 -0.66 1.56 0.00
N -0.333535 0.418127 0.044085 -0.62 0.02 0.02
N 4.016439 0.148562 -0.135557 -2.69 -1.81 -0.50
O 2.090291 -1.197813 0.206717 0.95 -0.76 -0.10
O 5.002019 0.778661 0.001203 2.71 1.72 0.29
H -0.085010 -1.562511 -0.464833 -0.69 -0.60 -0.15
H -1.369308 0.686364 -0.003996 0.73 -0.57 -0.08
```
Positions in Å, forces in eV/Å.

**Total charge**: +1
**Energy relative to the best compared isomer or geometry (same formula, charge and spin)**: 272.55 kJ/mol
**Maximum force**: 3.3 eV/A
**DFT total energy**: -9619.1973 eV
**HOMO energy (alpha / beta)**: -14.196 / -13.888 eV

Record 2
ORCA calculation (the ωB97M-V functional and the def2-TZVPD basis) on C30H36N4Pd as an isolated structure in a non-equilibrium geometry.

```
71
Properties=species:S:1:pos:R:3:forces:R:3
Pd -0.327956 0.563704 -0.139508 5.78 -4.09 0.68
N 2.726445 3.511076 -1.063521 0.49 0.84 -1.41
N 2.042589 -0.817717 -1.454406 1.61 2.82 -1.50
C -2.416930 0.508241 -0.185730 -1.63 0.35 0.88
C -1.932912 0.938856 -1.465327 -0.30 0.74 -0.37
C -1.170352 2.132580 -1.267181 -0.95 1.50 -0.56
C -0.420916 2.955025 -2.248212 0.24 0.40 -0.18
H -0.493111 2.534110 -3.255518 0.17 0.12 0.06
H 0.638830 3.044814 -1.948993 -0.44 -0.04 -0.35
H -0.791690 3.989544 -2.272256 -0.17 0.02 -0.18
C -1.167938 2.434934 0.126427 -0.76 0.77 -0.44
C -0.525989 3.633940 0.719688 0.25 0.34 0.04
H -1.150086 4.527366 0.576315 0.01 0.06 0.06
H 0.444125 3.826325 0.242847 -0.13 0.00 0.10
H -0.359545 3.507141 1.791527 -0.05 0.03 0.00
C -1.936156 1.432331 0.803331 -1.80 0.43 0.20
C -2.237217 1.459428 2.260780 -0.07 0.15 0.26
H -1.302722 1.544140 2.835406 -0.35 -0.08 -0.02
H -2.768732 0.553739 2.576698 0.13 0.13 0.03
H -2.868827 2.329418 2.508754 0.02 -0.14 0.12
C -2.096974 0.223254 -2.757404 -0.08 -0.11 -0.35
H -3.006604 0.540024 -3.289301 0.03 -0.07 -0.01
H -2.165844 -0.861018 -2.595332 0.03 0.18 -0.07
H -1.237612 0.423334 -3.412286 -0.19 -0.15 0.14
C -3.276551 -0.675487 0.085374 -0.26 -0.19 -0.13
H -3.284964 -0.916285 1.156497 0.02 -0.02 -0.25
H -2.899464 -1.556001 -0.452543 -0.20 0.07 0.15
H -4.317855 -0.502693 -0.229008 -0.04 -0.13 0.03
C 3.469083 4.353432 -0.351060 0.76 -0.72 0.78
H 3.303228 5.434017 -0.360511 -0.84 -0.14 -0.06
C 4.550683 3.940881 0.449395 -0.24 0.28 -0.29
H 5.180706 4.633021 1.010937 -0.24 -0.05 -0.16
C 4.728236 2.558168 0.520333 -0.03 -0.90 -0.57
H 5.429459 2.133305 1.229927 0.02 -0.11 0.16
C 4.091088 1.721458 -0.385233 0.18 -0.16 0.18
H 4.147654 0.634359 -0.374920 0.33 0.20 0.11
C 3.294170 2.289727 -1.439827 0.55 0.88 -0.24
C 3.288316 1.872641 -2.839131 -4.49 -0.19 2.11
H 1.814529 1.774419 -2.801616 3.92 0.24 -0.72
C 0.909475 -0.964731 -0.846127 -1.04 1.09 1.39
C 2.619058 -1.977394 -1.840398 -1.54 -0.52 1.17
H 3.533925 -2.003072 -2.442834 -0.46 -0.22 0.46
C 1.770721 -2.920806 -1.329942 0.10 -0.83 0.16
H 1.818745 -3.961078 -1.363946 0.11 -1.64 -0.01
N 0.698544 -2.306110 -0.661372 1.17 -0.20 -1.25
C -0.487611 -2.918698 -0.156996 2.29 0.35 -0.92
C -1.170757 -3.702813 -1.085336 -0.47 -0.12 1.41
C -2.170410 -4.506297 -0.548537 0.10 0.32 0.32
H -2.704634 -5.176668 -1.206189 -0.28 -0.12 -0.01
C -2.448948 -4.469280 0.818690 -0.13 -0.29 0.21
C -3.501974 -5.394603 1.379560 -0.14 -0.13 0.08
H -3.985153 -4.935673 2.259832 0.07 -0.27 -0.36
H -3.052647 -6.355844 1.696319 -0.24 0.34 -0.09
H -4.261692 -5.608816 0.609008 0.16 0.02 0.40
C -1.722770 -3.654441 1.693863 0.05 0.11 -0.56
H -1.917898 -3.678128 2.759562 -0.17 -0.03 0.05
C -0.692752 -2.842440 1.219722 -0.80 -0.77 -0.46
C 0.190592 -2.055295 2.119479 0.16 0.31 0.64
H 1.235519 -2.370207 2.036752 -0.07 0.00 -0.14
H -0.123680 -2.203528 3.158056 0.01 -0.08 0.00
H 0.179027 -0.970627 1.932604 -0.11 -0.39 -0.25
C -0.825194 -3.709424 -2.528469 -0.14 -0.29 -0.83
H 0.181024 -4.088541 -2.727309 -0.19 0.15 0.08
H -0.886011 -2.716092 -2.986921 0.11 -0.05 0.23
H -1.523849 -4.361496 -3.062434 -0.06 0.05 0.01
C 2.490650 3.254480 3.270069 0.18 0.52 0.11
C 1.687714 2.121179 2.841473 -0.89 -1.66 -0.47
N 1.061122 1.189453 2.534700 1.13 1.54 0.75
H 2.586634 3.990372 2.459256 0.04 -0.32 0.10
H 3.497625 2.919028 3.556613 -0.32 0.08 -0.19
H 2.023410 3.748040 4.135839 0.07 -0.22 -0.24
```
Positions in Å, forces in eV/Å.

**Total charge**: -2
**Spin multiplicity**: 3
**Energy relative to the best compared isomer or geometry (same formula, charge and spin)**: 344.90 kJ/mol
**Maximum force**: 7.1 eV/A
**DFT total energy**: -41125.8185 eV
**<S²>**: 2.014
**HOMO energy (alpha / beta)**: 0.444 / 0.515 eV

Record 3
ORCA calculation (the ωB97M-V functional and the def2-TZVPD basis) on C17H25NPb as an isolated structure in a non-equilibrium geometry.

```
44
Properties=species:S:1:pos:R:3:forces:R:3
C -1.084223 -1.069132 -3.220794 -0.68 -0.34 -0.70
C 1.698260 -0.181320 -4.079924 0.76 0.51 -0.28
C -1.449475 0.188171 -3.472353 -0.90 -0.21 -0.27
H -1.613831 -1.625840 -2.435597 0.26 0.47 -0.10
C 1.432754 1.088636 -3.764330 0.75 0.21 -0.86
H 2.697405 -0.573196 -3.839914 -0.46 0.23 0.31
H -2.267119 0.626969 -2.876182 0.64 -0.34 0.07
H 2.228311 1.688916 -3.299845 -0.31 -0.46 0.11
C -1.000211 1.098126 -4.581300 -0.03 0.61 -0.28
H -1.806841 1.827526 -4.763863 0.21 -0.24 0.06
H -0.848384 0.593699 -5.543471 -0.12 0.15 0.44
C -0.136467 -1.919653 -4.020422 0.42 0.05 -0.10
H -0.677992 -2.617125 -4.680126 -0.08 0.18 0.27
H 0.425660 -2.557998 -3.321997 -0.07 0.07 -0.08
C 0.877577 -1.141786 -4.883878 -0.10 -0.70 -0.25
H 0.373561 -0.689134 -5.745118 0.27 -0.08 0.34
H 1.568357 -1.883361 -5.316797 -0.19 0.19 0.11
C 0.257451 1.912872 -4.203459 -0.52 -0.03 0.14
H 0.513464 2.561409 -5.062044 0.16 -0.25 0.33
H 0.001567 2.606707 -3.384318 0.00 -0.14 -0.18
Pb 0.146154 0.243420 -0.569854 -0.75 0.35 1.83
H -1.750175 0.017205 -0.736055 0.59 -0.15 0.38
C 1.855691 -2.282222 0.807621 -0.12 0.02 0.15
N 0.741588 -1.464045 1.318647 0.21 -0.32 0.50
C -0.405994 -2.330246 1.676827 0.25 -0.02 -0.11
C 1.175039 -0.708560 2.539708 0.06 -0.08 -0.37
C 0.263774 0.473548 2.770843 -0.04 0.32 1.36
C 0.062295 0.942935 4.098171 -0.15 -0.19 -0.95
C -0.785205 2.033570 4.328696 0.36 -0.30 0.12
C -1.428744 2.626098 3.247452 -0.17 0.00 -0.85
C -1.223294 2.135724 1.928443 -0.12 0.55 1.22
C -0.348410 1.083382 1.683206 0.08 0.02 -1.09
H 1.528781 -2.819259 -0.088764 0.09 0.05 0.12
H 2.194794 -3.017708 1.556525 -0.05 0.11 -0.13
H 2.698566 -1.629503 0.548137 -0.22 -0.16 0.02
H -0.097902 -3.084245 2.422953 -0.06 0.15 -0.13
H -1.226286 -1.737586 2.094240 0.24 0.01 -0.18
H -0.752746 -2.853671 0.780284 -0.02 0.10 0.13
H 1.192188 -1.383006 3.420157 -0.07 0.14 -0.33
H 2.217291 -0.369732 2.405679 -0.34 -0.11 -0.21
H 0.567768 0.431520 4.920679 -0.18 0.18 -0.11
H -0.934554 2.403311 5.353219 0.04 -0.16 -0.55
H -2.096885 3.480849 3.417477 0.24 -0.41 -0.10
H -1.765957 2.598736 1.102140 0.11 -0.01 0.22
```
Positions in Å, forces in eV/Å.

**Total charge**: 0
**Energy relative to the best compared isomer or geometry (same formula, charge and spin)**: 0.00 kJ/mol
**Maximum force**: 2.0 eV/A
**DFT total energy**: -24768.6887 eV
**HOMO energy**: -7.546 eV